No. 1
Formula: C38H33N2O10P
Source: the OMol25 dataset
Level of theory: ωB97M-V/def2-TZVPD

Structure (XYZ):
```
84
Properties=species:S:1:pos:R:3:forces:R:3
C -4.105 -0.854 1.398 0.460 -0.140 -0.253
C -2.649 -1.154 1.092 -0.277 -0.304 0.341
O -2.514 -1.714 -0.214 -0.013 0.137 -0.069
C -1.863 -0.916 -1.160 0.133 -0.334 0.065
C -0.393 -1.417 -1.507 -1.307 0.893 -0.103
C -0.496 -2.049 -2.903 0.766 0.105 -0.164
C -0.424 -0.976 -3.961 0.222 -0.043 -0.750
O 0.284 -1.043 -4.939 -0.349 -0.008 0.473
C 0.159 -2.263 -0.356 1.212 -0.480 0.392
C 0.969 -3.505 -0.629 0.686 -0.155 0.244
O 1.957 -3.299 -1.653 -0.452 0.312 -0.261
N 2.233 -4.557 -2.288 -0.320 -0.486 0.327
O 2.110 -4.476 -3.433 0.403 0.186 -0.327
O 1.029 -1.379 0.420 -0.762 0.557 0.421
C 0.617 -0.096 0.119 -0.069 1.169 0.871
O 0.397 0.773 0.931 0.582 -1.481 -1.346
C 0.468 -0.131 -1.390 0.793 -0.960 -0.273
P 2.230 -0.115 -1.985 1.078 1.837 0.486
N 2.864 1.263 -1.554 -0.342 -0.392 -0.278
H -4.617 -1.769 1.661 -0.269 -0.136 0.099
H -4.566 -0.441 0.508 -0.190 0.251 -0.060
H -4.164 -0.150 2.218 -0.193 0.118 0.205
H -2.029 -0.275 1.236 0.176 0.213 -0.277
H -2.285 -1.905 1.790 0.133 -0.120 0.189
H -2.459 -0.953 -2.066 -0.092 -0.023 -0.276
H -1.837 0.129 -0.863 -0.003 0.167 0.327
H -1.439 -2.569 -3.033 -0.271 -0.143 0.155
H 0.297 -2.745 -3.137 0.193 -0.106 0.016
H -1.052 -0.078 -3.821 -0.140 0.028 0.101
H -0.580 -2.591 0.366 -0.544 0.035 -0.268
H 1.482 -3.745 0.298 0.053 -0.053 0.252
H 0.343 -4.360 -0.861 -0.315 -0.011 -0.308
H 0.070 0.756 -1.863 -0.351 0.285 0.198
H 2.161 -0.221 -3.386 -0.262 -0.569 0.090
H 2.982 -1.167 -1.456 -0.507 -0.518 -0.355
H 3.677 1.114 -0.976 0.147 0.217 0.143
C -4.492 -7.281 6.334 -0.028 0.030 -0.033
C -5.291 -6.639 5.393 0.039 -0.017 0.033
C -5.202 -5.269 5.225 -0.062 -0.105 -0.056
C -4.320 -4.531 6.004 0.071 0.005 0.092
C -3.533 -5.172 6.963 -0.037 0.100 -0.055
C -3.616 -6.550 7.117 -0.044 -0.126 -0.014
C -2.611 -4.397 7.841 0.103 -0.074 0.113
O -1.923 -4.956 8.669 -0.003 -0.003 0.001
C -2.564 -2.917 7.676 -0.090 0.000 -0.081
C -1.752 -2.168 8.516 0.069 0.102 0.055
C -1.686 -0.793 8.368 -0.031 0.017 -0.046
C -2.426 -0.161 7.375 0.026 -0.027 0.034
C -3.241 -0.902 6.537 0.036 0.124 0.024
C -3.320 -2.281 6.689 0.030 -0.103 0.050
C -4.225 -3.058 5.798 -0.077 0.088 -0.110
O -4.869 -2.508 4.929 -0.001 0.002 -0.041
H -4.558 -8.354 6.458 -0.004 -0.015 0.002
H -5.982 -7.212 4.789 -0.004 -0.012 -0.011
H -5.816 -4.765 4.492 0.036 0.094 0.004
H -2.997 -7.042 7.854 0.041 0.079 0.049
H -1.176 -2.665 9.284 -0.015 -0.100 -0.023
H -1.056 -0.211 9.026 0.013 0.010 0.004
H -2.368 0.912 7.257 0.004 0.015 0.000
H -3.822 -0.417 5.766 -0.057 -0.074 -0.033
C 2.823 2.182 -5.354 -0.048 -0.026 0.015
C 1.593 2.828 -5.381 0.032 -0.025 0.008
C 1.534 4.210 -5.398 -0.086 -0.105 0.006
C 2.707 4.953 -5.376 0.127 0.010 0.015
C 3.943 4.302 -5.329 -0.067 0.106 0.000
C 3.995 2.915 -5.327 -0.038 -0.112 0.004
C 5.213 5.077 -5.262 0.135 -0.097 0.004
O 6.287 4.515 -5.228 0.007 0.006 -0.006
C 5.127 6.565 -5.232 -0.118 0.006 0.005
C 6.295 7.308 -5.117 0.090 0.109 0.004
C 6.235 8.690 -5.100 -0.052 0.019 -0.010
C 5.008 9.338 -5.206 0.042 -0.032 0.003
C 3.841 8.602 -5.316 0.044 0.131 0.012
C 3.895 7.214 -5.322 0.063 -0.100 0.006
C 2.625 6.439 -5.411 -0.164 0.059 -0.009
O 1.555 7.005 -5.505 0.004 0.008 0.003
H 2.864 1.101 -5.349 -0.008 -0.017 -0.017
H 0.679 2.248 -5.391 0.001 -0.022 -0.029
H 0.581 4.719 -5.424 0.030 0.100 -0.013
H 4.954 2.418 -5.298 0.062 0.075 0.026
H 7.245 6.799 -5.038 -0.028 -0.101 -0.017
H 7.145 9.267 -5.005 0.012 0.010 -0.003
H 4.965 10.419 -5.199 0.002 0.015 0.002
H 2.885 9.099 -5.395 -0.066 -0.080 0.004
```
Forces are in eV/Å.

Summary:
Charge   0
SMILES   CCOC[C@@]1(CC=O)[C@H]([PH2]=N)C(=O)O[C@@H]1CON=O.O=C1c2ccccc2C(=O)c2ccccc21.O=C1c2ccccc2C(=O)c2ccccc21
Electronic energy   -2670.96934 Eh
Multiplicity   1
F_max   0.0425 Eh/bohr

=====

No. 2
Formula: C38H34BrN4P2PtTe
Source: the OMol25 dataset
Level of theory: ωB97M-V/def2-TZVPD

Structure (XYZ):
```
81
Properties=species:S:1:pos:R:3:forces:R:3
Pt -1.394 -0.104 -0.963 -0.364 0.018 0.029
Te 2.474 -1.885 2.137 -0.057 -0.191 -0.037
C 3.471 -0.032 2.202 0.120 0.123 -0.058
C 3.113 0.924 3.141 -0.036 0.064 -0.052
C 3.739 2.164 3.091 -0.024 0.040 0.020
N 4.661 2.493 2.190 -0.029 -0.097 -0.023
C 5.007 1.556 1.310 0.065 0.067 -0.014
C 4.454 0.284 1.274 -0.011 0.032 0.115
C 1.146 -1.222 0.667 -0.382 -0.252 -0.025
P 1.393 -1.320 -1.074 0.233 0.138 0.038
C 3.164 -1.452 -1.485 -0.003 0.029 0.070
C 3.806 -2.666 -1.233 -0.011 -0.026 0.019
C 5.148 -2.828 -1.534 -0.002 0.020 -0.001
C 5.858 -1.788 -2.120 0.002 0.013 -0.004
C 5.220 -0.590 -2.409 -0.016 -0.038 0.025
C 3.880 -0.421 -2.092 -0.013 0.025 0.012
C 0.955 0.336 -1.718 0.076 -0.072 -0.074
C 0.625 0.439 -3.079 0.019 0.011 -0.058
C 0.573 1.679 -3.697 -0.028 0.005 0.052
C 0.846 2.828 -2.966 0.015 0.004 0.007
C 1.164 2.744 -1.614 -0.008 -0.006 -0.018
C 1.226 1.508 -0.991 -0.094 -0.024 0.083
P -0.636 -1.073 0.935 0.332 0.221 -0.283
C -0.933 0.012 2.367 0.125 -0.071 0.054
C -1.612 1.213 2.183 0.016 0.089 -0.087
C -1.816 2.080 3.248 0.006 0.003 0.013
C -1.342 1.754 4.510 0.000 -0.036 -0.033
C -0.680 0.549 4.708 -0.023 0.032 -0.004
C -0.483 -0.320 3.647 -0.052 -0.082 0.016
C -1.200 -2.713 1.484 0.051 0.005 0.128
C -0.641 -3.863 0.925 0.037 -0.002 0.010
C -1.066 -5.117 1.337 -0.006 -0.005 0.002
C -2.052 -5.234 2.308 0.008 0.001 -0.009
C -2.623 -4.095 2.854 0.015 0.013 -0.021
C -2.200 -2.838 2.445 -0.077 -0.017 -0.049
H 2.353 0.730 3.885 -0.005 -0.005 0.009
H 3.476 2.932 3.810 0.004 0.013 0.012
H 5.772 1.832 0.592 0.001 0.009 -0.009
H 4.789 -0.434 0.542 0.026 -0.053 -0.067
H 3.255 -3.488 -0.793 -0.009 0.000 0.008
H 5.639 -3.768 -1.321 -0.001 -0.013 0.002
H 6.904 -1.916 -2.362 0.012 -0.004 -0.001
H 5.767 0.217 -2.878 0.000 0.013 -0.006
H 3.399 0.522 -2.315 0.010 0.014 0.006
H 0.446 -0.462 -3.654 -0.001 -0.001 0.017
H 0.325 1.747 -4.748 0.015 -0.002 -0.013
H 0.833 3.793 -3.457 -0.006 0.007 -0.007
H 1.400 3.638 -1.051 0.000 0.011 0.005
H 1.514 1.429 0.051 0.026 0.000 0.000
H -1.987 1.464 1.195 0.026 -0.029 0.028
H -2.354 3.006 3.093 -0.004 0.014 0.005
H -1.501 2.429 5.340 0.000 0.010 0.010
H -0.327 0.279 5.694 0.003 -0.003 0.010
H 0.010 -1.266 3.820 0.000 0.016 -0.005
H 0.126 -3.781 0.164 0.009 0.016 0.019
H -0.624 -6.003 0.902 0.002 -0.008 0.000
H -2.376 -6.213 2.635 -0.004 -0.007 -0.001
H -3.397 -4.182 3.605 -0.008 -0.001 0.007
H -2.650 -1.955 2.882 0.016 0.007 0.007
C -2.463 4.984 -3.009 0.046 0.001 0.033
N -2.169 4.192 -1.818 -0.051 -0.103 0.030
C -1.713 4.870 -0.608 -0.025 0.020 -0.044
C -2.188 2.886 -1.862 0.002 0.076 -0.167
N -2.226 1.730 -1.901 0.079 -0.084 0.117
H -1.567 5.513 -3.337 -0.013 0.012 -0.009
H -3.246 5.707 -2.782 0.004 0.009 -0.013
H -2.804 4.328 -3.806 -0.002 0.003 -0.004
H -0.827 5.466 -0.831 0.009 0.006 0.016
H -1.461 4.131 0.149 0.001 0.002 0.005
H -2.500 5.523 -0.229 0.012 0.011 0.012
Br -4.622 -4.959 -0.519 -0.021 -0.090 0.024
C -4.547 -3.197 -1.158 0.049 0.077 -0.046
C -5.672 -2.569 -1.661 -0.029 -0.040 0.000
C -5.540 -1.273 -2.127 0.008 0.029 -0.038
C -4.307 -0.652 -2.058 0.068 0.051 -0.049
N -3.226 -1.260 -1.560 -0.083 -0.039 0.350
C -3.342 -2.517 -1.121 -0.049 0.043 -0.197
H -6.622 -3.084 -1.693 -0.005 -0.003 0.003
H -6.387 -0.742 -2.538 -0.003 0.002 -0.005
H -4.160 0.361 -2.407 -0.025 -0.001 0.046
H -2.451 -2.992 -0.744 0.034 -0.021 0.058
```
Forces are in eV/Å.

Summary:
Charge   +1
Multiplicity   3
F_max   0.0095 Eh/bohr
Relative energy (zero: lowest compared OMol25 entry of this formula, charge and spin)   1.8 kcal/mol

=====

No. 3
Formula: C38H34Cl5N5O6Pb
Source: the OMol25 dataset
Level of theory: ωB97M-V/def2-TZVPD

Structure (XYZ):
```
89
Properties=species:S:1:pos:R:3:forces:R:3
Pb 0.171 -0.064 0.010 -0.006 -0.048 -0.337
Cl -0.457 5.387 4.211 -0.012 -0.057 0.012
C -0.799 3.722 3.800 -0.070 0.038 -0.020
C 0.224 2.935 3.295 0.003 0.006 -0.044
C -0.010 1.627 2.888 0.189 0.077 0.037
N 0.976 0.884 2.240 0.095 -0.159 -0.225
C 2.208 0.775 2.710 -0.210 0.208 -0.070
O 2.683 1.160 3.790 0.042 0.004 0.009
C 3.165 0.143 1.704 0.059 -0.032 -0.010
C 4.526 0.125 1.988 0.053 -0.043 0.035
C 5.404 -0.330 1.021 -0.084 -0.009 -0.027
C 4.900 -0.751 -0.203 0.073 -0.011 0.045
C 3.530 -0.726 -0.398 -0.086 -0.003 0.006
N 2.688 -0.299 0.542 0.108 0.027 0.014
C -1.312 1.078 2.983 -0.257 -0.139 0.139
C -2.319 1.877 3.542 0.140 -0.136 0.011
C -2.069 3.185 3.934 0.082 -0.068 0.093
Cl -3.384 4.133 4.587 0.001 -0.004 -0.034
N -1.491 -0.184 2.432 -0.021 -0.115 0.111
C -2.396 -1.039 2.882 -0.059 0.444 0.008
O -3.226 -0.931 3.811 0.106 0.141 -0.057
C -2.410 -2.373 2.145 0.049 -0.144 -0.029
C -3.463 -3.252 2.406 -0.060 -0.064 0.004
C -3.465 -4.499 1.810 0.018 0.045 -0.047
C -2.410 -4.846 0.976 0.015 -0.044 -0.031
C -1.415 -3.905 0.757 0.006 0.127 -0.080
N -1.418 -2.696 1.316 0.088 0.078 -0.011
H 1.214 3.357 3.185 0.015 -0.025 0.043
H 4.843 0.482 2.958 -0.001 0.026 -0.019
H 6.471 -0.349 1.211 0.000 0.015 0.002
H 5.552 -1.094 -0.996 -0.020 -0.008 0.006
H 3.072 -1.052 -1.324 0.009 0.032 0.028
H -3.304 1.461 3.662 -0.116 -0.053 0.012
H -4.240 -2.929 3.084 0.027 0.025 -0.001
H -4.277 -5.195 1.989 0.005 -0.006 0.024
H -2.360 -5.819 0.503 0.000 0.039 -0.024
H -0.578 -4.109 0.094 -0.052 -0.008 -0.015
Cl 2.549 -2.518 -7.296 0.025 0.011 -0.005
C 2.064 -2.337 -5.614 0.034 -0.065 -0.014
C 2.388 -3.332 -4.691 -0.018 0.097 0.044
C 2.006 -3.194 -3.379 -0.021 -0.059 -0.032
C 1.236 -2.080 -2.898 -0.002 -0.130 0.063
O 0.913 -2.005 -1.674 0.042 0.079 0.003
C 0.920 -1.091 -3.892 -0.024 -0.025 0.004
C 0.077 0.079 -3.620 -0.090 0.145 0.159
O -0.834 0.144 -2.820 -0.136 -0.141 -0.112
C 1.363 -1.227 -5.209 -0.004 0.053 0.047
H 2.947 -4.202 -5.014 0.008 0.001 -0.004
H 2.265 -3.953 -2.649 -0.016 0.002 -0.010
H 0.300 0.955 -4.262 -0.091 -0.073 -0.105
H 1.122 -0.449 -5.926 0.006 0.003 0.018
O 1.263 1.298 -1.692 0.101 0.111 0.529
O 1.891 2.554 -1.351 0.003 0.076 -0.059
Cl -5.222 -2.255 -2.586 -0.027 0.003 -0.015
C -3.613 -2.057 -1.838 0.166 0.069 0.013
Cl -2.317 -2.700 -2.831 -0.060 -0.195 -0.067
H -3.625 -2.584 -0.893 0.005 -0.056 0.111
H -3.435 -0.998 -1.698 -0.089 -0.078 -0.050
C 3.693 3.734 0.604 -0.060 -0.034 0.004
C 2.293 4.159 0.287 0.075 0.103 0.023
C 1.865 5.421 0.364 0.059 -0.082 0.074
C 0.498 5.792 0.017 -0.041 -0.003 -0.067
C 0.109 7.246 0.101 0.009 -0.030 0.023
C -0.404 4.865 -0.339 -0.036 0.087 -0.035
C -0.102 3.436 -0.247 -0.016 -0.033 -0.148
C 1.366 3.059 -0.130 -0.034 -0.278 -0.111
N -0.933 2.465 -0.247 0.061 0.095 0.112
C -2.378 2.622 -0.505 -0.178 0.109 0.088
C -3.065 3.549 0.519 0.110 0.007 0.006
C -2.600 3.075 -1.953 0.063 -0.073 -0.044
C -3.000 1.230 -0.341 0.128 0.070 0.105
H 4.372 4.587 0.642 -0.009 -0.008 0.017
H 4.032 3.023 -0.153 0.030 0.025 0.031
H 3.719 3.222 1.572 -0.003 -0.026 -0.027
H 2.550 6.203 0.678 -0.032 0.028 -0.001
H 0.985 7.888 0.196 -0.004 0.013 -0.038
H -0.518 7.407 0.982 0.036 0.034 0.002
H -0.460 7.559 -0.776 -0.007 -0.015 0.012
H -1.394 5.190 -0.615 -0.024 -0.007 0.021
H 1.436 2.270 0.625 0.011 -0.060 0.113
H -3.073 4.596 0.216 0.004 0.001 -0.015
H -2.562 3.475 1.487 -0.098 0.013 -0.140
H -4.104 3.240 0.655 0.014 0.004 0.005
H -2.217 4.079 -2.137 -0.020 -0.027 -0.001
H -3.668 3.062 -2.190 0.006 0.019 0.038
H -2.084 2.380 -2.620 -0.019 0.013 0.006
H -2.859 0.871 0.683 -0.039 -0.020 -0.130
H -2.524 0.532 -1.032 0.070 0.097 0.005
H -4.069 1.272 -0.563 -0.004 -0.015 0.001
```
Forces are in eV/Å.

Summary:
Charge   -2
Electronic energy   -4687.54127 Eh
Multiplicity   1
F_max   0.0107 Eh/bohr

=====

No. 4
Formula: C38H34CrN4O9S
Source: the OMol25 dataset
Level of theory: ωB97M-V/def2-TZVPD

Structure (XYZ):
```
87
Properties=species:S:1:pos:R:3:forces:R:3
Cr -0.334 -0.969 -0.048 0.149 0.334 -0.069
O 1.846 1.594 -2.900 0.118 0.153 -0.177
C 3.077 1.094 -2.706 -0.100 0.080 -0.060
C 4.117 1.623 -3.477 0.010 0.016 -0.014
C 5.408 1.159 -3.327 -0.019 0.002 0.002
C 5.694 0.157 -2.403 -0.010 -0.008 0.008
C 4.667 -0.369 -1.642 0.008 0.002 0.000
C 3.353 0.079 -1.780 0.054 -0.059 0.063
C 2.271 -0.515 -0.961 0.048 -0.080 -0.070
O 1.068 -0.038 -1.118 -0.014 0.176 0.185
N 2.555 -1.501 -0.169 -0.011 -0.072 -0.041
N 1.397 -1.903 0.493 -0.122 -0.221 -0.044
C 1.563 -2.766 1.427 0.004 0.025 0.009
C 0.515 -3.274 2.267 -0.030 -0.004 0.012
C 0.853 -4.250 3.217 -0.002 0.017 -0.026
C -0.075 -4.765 4.090 -0.018 0.003 0.012
C -1.389 -4.281 4.030 0.011 -0.013 0.014
C -1.750 -3.319 3.120 0.023 0.012 -0.011
C -0.814 -2.779 2.207 0.021 -0.116 -0.046
O -1.215 -1.871 1.373 -0.096 0.144 0.146
H 1.237 1.129 -2.278 -0.041 -0.068 0.068
H 3.873 2.405 -4.184 0.002 -0.001 -0.001
H 6.201 1.585 -3.931 -0.001 -0.001 0.000
H 6.707 -0.203 -2.275 -0.001 0.001 -0.001
H 4.854 -1.141 -0.908 0.006 -0.004 0.007
H 2.581 -3.108 1.608 -0.006 0.010 0.012
H 1.884 -4.587 3.256 -0.003 0.000 -0.001
H 0.206 -5.514 4.819 0.000 0.001 -0.001
H -2.134 -4.667 4.718 -0.002 -0.001 -0.001
H -2.760 -2.933 3.073 -0.002 0.001 0.000
N 1.584 -3.909 -1.993 0.034 -0.106 0.124
C 1.109 -3.571 -3.326 -0.018 0.009 -0.098
C 0.280 -2.292 -3.324 0.051 -0.127 0.044
C -1.044 -2.484 -2.586 0.268 0.265 -0.339
O -1.905 -3.190 -3.099 -0.033 -0.134 0.073
O -1.215 -1.837 -1.487 -0.156 -0.222 0.310
H 2.215 -3.208 -1.615 -0.045 0.046 -0.063
H 2.073 -4.794 -1.990 -0.014 -0.014 -0.014
H 0.460 -4.384 -3.664 0.009 0.012 -0.038
H 1.915 -3.467 -4.070 0.036 0.024 0.033
H 0.042 -2.061 -4.365 -0.098 0.104 0.031
H 0.829 -1.446 -2.904 0.005 -0.159 -0.086
C -4.850 -2.157 -4.138 0.003 0.063 0.057
O -4.674 -1.041 -3.285 -0.041 -0.109 -0.010
C -3.585 -0.236 -3.502 0.077 0.022 -0.038
C -2.771 -0.301 -4.615 -0.031 0.039 -0.023
C -1.716 0.602 -4.758 -0.036 -0.009 0.034
C -1.509 1.571 -3.791 0.027 -0.028 -0.016
C -2.320 1.631 -2.665 0.007 0.085 0.032
C -3.348 0.715 -2.487 0.077 -0.041 -0.069
N -4.189 0.677 -1.397 -0.064 -0.053 0.143
C -4.253 1.479 -0.273 0.075 0.041 0.007
C -3.222 1.985 0.566 0.074 -0.135 -0.039
C -3.583 2.997 1.487 -0.049 -0.023 -0.013
C -2.694 3.525 2.395 0.002 0.047 0.052
C -1.380 3.058 2.418 0.027 -0.030 -0.020
C -0.985 2.063 1.539 -0.059 -0.051 0.050
C -1.875 1.486 0.625 -0.032 0.069 -0.205
O -1.501 0.529 -0.201 -0.270 0.039 0.095
H -5.698 -2.711 -3.737 -0.016 0.041 -0.010
H -3.969 -2.797 -4.125 0.124 0.006 -0.012
H -5.084 -1.836 -5.161 0.028 -0.016 0.027
H -2.940 -1.059 -5.367 0.022 -0.020 0.031
H -1.060 0.533 -5.617 -0.004 0.003 -0.002
H -0.687 2.268 -3.889 0.012 0.011 -0.004
H -2.134 2.372 -1.899 -0.008 -0.051 -0.016
H -4.942 0.019 -1.512 -0.024 0.023 0.010
H -5.271 1.681 0.042 0.000 0.031 0.013
H -4.608 3.359 1.462 0.010 0.001 -0.004
H -3.015 4.294 3.089 0.001 0.000 -0.010
H -0.667 3.455 3.129 0.060 0.005 0.042
H 0.027 1.677 1.579 0.063 -0.031 0.002
O 1.902 6.392 5.474 0.007 0.013 -0.023
C 1.564 5.232 6.121 -0.002 -0.024 -0.017
O 1.179 5.317 7.262 -0.003 0.002 0.033
C 1.699 3.989 5.350 -0.008 0.000 0.017
C 2.401 3.892 4.140 0.003 0.002 -0.001
C 2.500 2.700 3.459 -0.026 0.022 -0.027
C 1.889 1.513 3.933 -0.053 0.018 0.012
S 1.973 0.043 3.057 0.009 -0.012 -0.055
C 1.189 1.630 5.160 0.007 -0.008 0.000
C 1.106 2.819 5.845 -0.006 0.020 -0.007
H 2.071 6.182 4.548 -0.005 0.004 0.006
H 2.918 4.751 3.718 0.005 0.005 -0.001
H 3.050 2.648 2.529 0.000 0.000 0.000
H 0.700 0.743 5.545 0.000 0.001 0.003
H 0.560 2.879 6.779 0.001 0.000 0.002
```
Forces are in eV/Å.

Summary:
Charge   -2
Multiplicity   5
F_max   0.0098 Eh/bohr
Relative energy (zero: lowest compared OMol25 entry of this formula, charge and spin)   0.0 kcal/mol

=====

Q: What is the formula in the second record?
A: C38H34BrN4P2PtTe